Record 1
{
  "formula": "C3H3PS",
  "method": "the ωB97M-V functional and the def2-TZVPD basis",
  "charge": 0,
  "elements": ["C", "C", "P", "C", "S", "H", "H", "H"],
  "coordinates": [[1.22, -0.04, 0.03], [-0.21, 0.44, 0.05], [-1.44, 1.66, 0.24], [-1.76, -0.05, -0.09], [-2.55, -1.41, -0.09], [1.45, -0.31, -1.13], [1.24, -1.05, 0.60], [2.04, 0.75, 0.39]]
}

Record 2
{
  "formula": "C3H4",
  "method": "the ωB97M-V functional and the def2-TZVPD basis",
  "charge": 0,
  "elements": ["C", "C", "C", "H", "H", "H", "H"],
  "coordinates": [[1.97, 0.06, -0.05], [0.77, -0.10, 0.04], [-0.69, -0.01, -0.01], [2.98, 0.07, 0.30], [-1.10, -0.78, -0.64], [-0.96, -0.12, 1.08], [-0.89, 0.91, -0.46]]
}

Record 3
{
  "formula": "C3H40NO16",
  "method": "the ωB97M-V functional and the def2-TZVPD basis",
  "charge": 1,
  "elements": ["C", "C", "C", "O", "N", "H", "H", "H", "H", "H", "H", "H", "H", "H", "H", "H", "H", "O", "H", "H", "O", "H", "H", "O", "H", "H", "O", "H", "H", "O", "H", "H", "O", "H", "H", "O", "H", "H", "O", "H", "H", "O", "H", "H", "O", "H", "H", "O", "H", "H", "O", "H", "H", "O", "H", "H", "O", "H", "H", "O"],
  "coordinates": [[-0.21, 1.83, -0.53], [-0.27, 0.32, -0.74], [-0.33, -0.38, 0.59], [-1.37, -0.08, -1.60], [-0.19, 2.55, -1.86], [-1.19, 2.03, -0.13], [0.63, 2.04, 0.09], [0.58, 0.05, -1.40], [0.61, -0.27, 1.13], [-0.53, -1.42, 0.42], [-1.10, 0.08, 1.21], [-1.31, -1.01, -1.91], [0.25, 3.46, -1.77], [-1.17, 2.59, -2.13], [0.14, 1.86, -2.54], [-1.44, 0.60, -3.23], [-1.60, 0.89, -4.79], [-1.07, 1.09, -4.02], [-5.36, -2.16, 0.77], [-4.53, -1.28, -0.29], [-4.97, -2.18, -0.11], [1.46, -1.80, 4.60], [1.05, -3.07, 5.35], [1.20, -2.70, 4.48], [-3.74, 3.62, -1.11], [-3.68, 2.13, -0.67], [-3.11, 2.92, -0.82], [-1.58, -3.01, -1.51], [-1.00, -3.01, -2.86], [-0.78, -2.65, -2.00], [-3.43, -4.66, -1.13], [-3.85, -3.18, -0.75], [-3.16, -3.76, -1.14], [5.29, -3.51, 1.59], [3.77, -3.63, 2.01], [4.41, -3.17, 1.43], [-1.94, 3.87, 2.15], [-1.10, 3.84, 1.06], [-1.18, 3.37, 1.88], [4.68, 1.17, 0.34], [4.01, -0.24, -0.22], [3.84, 0.71, 0.16], [3.38, 2.11, -0.80], [3.82, 3.55, -1.11], [3.05, 3.00, -1.10], [1.83, -5.14, 2.12], [2.16, -4.17, 3.42], [2.52, -4.60, 2.60], [3.99, -2.03, -1.31], [4.50, -2.30, 0.08], [4.69, -1.75, -0.74], [-2.84, 0.02, -0.68], [-3.33, 0.37, 0.60], [-3.71, 0.22, -0.28], [1.06, 5.03, 0.49], [1.75, 4.01, -0.55], [0.88, 4.37, -0.22], [0.53, 1.38, 4.17], [-0.16, 2.05, 2.95], [0.08, 1.24, 3.32]]
}

Record 4
{
  "formula": "C3H40NO17",
  "method": "the ωB97M-V functional and the def2-TZVPD basis",
  "charge": -1,
  "elements": ["C", "N", "C", "C", "O", "H", "H", "H", "H", "H", "H", "H", "H", "H", "H", "O", "H", "H", "O", "H", "H", "O", "H", "H", "O", "H", "H", "O", "H", "H", "O", "H", "H", "O", "H", "H", "O", "H", "H", "O", "H", "H", "O", "H", "H", "O", "H", "H", "O", "H", "H", "O", "H", "H", "O", "H", "H", "O", "H", "H", "O"],
  "coordinates": [[-0.49, 0.91, 3.21], [-0.81, 0.92, 1.77], [-0.60, -0.39, 1.13], [0.70, -0.54, 0.36], [0.71, 0.18, -0.86], [-0.64, 1.91, 3.62], [0.53, 0.60, 3.45], [-1.16, 0.21, 3.74], [-0.15, 1.59, 1.39], [-1.45, -0.53, 0.46], [-0.69, -1.18, 1.88], [0.85, -1.60, 0.08], [1.54, -0.21, 0.96], [-2.17, 2.95, 1.11], [-0.88, 3.56, 0.58], [-1.83, 3.39, 0.32], [0.24, -3.17, 1.67], [0.67, -3.65, 3.09], [0.98, -3.11, 2.34], [-3.09, 0.73, -0.20], [-3.03, 0.74, 1.34], [-3.62, 0.53, 0.61], [-2.00, -3.02, 0.55], [-0.80, -3.17, -0.40], [-1.08, -3.42, 0.48], [-0.38, 1.17, -4.04], [-1.28, 1.87, -2.95], [-0.71, 2.03, -3.74], [-3.02, -0.33, -2.20], [-2.14, -1.52, -2.50], [-3.09, -1.29, -2.36], [-1.82, 2.10, -0.80], [-0.90, 0.82, -1.14], [-1.78, 1.25, -1.33], [3.49, -0.52, -1.93], [1.96, -0.53, -1.89], [2.74, -0.95, -2.35], [-0.03, -0.86, -2.05], [0.22, -2.25, -2.78], [-0.45, -1.54, -2.65], [0.74, 2.72, -2.54], [1.00, 1.76, -1.37], [1.27, 2.66, -1.72], [1.46, 2.99, 1.44], [1.03, 3.39, -0.02], [0.81, 3.54, 0.93], [1.80, -1.60, 2.79], [3.29, -1.18, 2.99], [2.38, -0.86, 3.13], [2.42, 0.86, 2.51], [2.96, 1.54, 1.22], [2.57, 1.75, 2.10], [3.20, 1.99, -1.02], [2.33, 0.76, -0.67], [3.23, 1.17, -0.50], [2.23, -2.59, -2.69], [1.65, -3.73, -1.82], [1.62, -3.37, -2.71], [-3.45, -2.03, -0.77], [-3.55, -1.25, 0.54], [-3.51, -2.19, 0.21]]
}

Record 5
{
  "formula": "C3H40NO17",
  "method": "the ωB97M-V functional and the def2-TZVPD basis",
  "charge": 1,
  "elements": ["O", "C", "C", "C", "N", "H", "H", "H", "H", "H", "H", "H", "H", "H", "H", "O", "H", "H", "O", "H", "H", "O", "H", "H", "O", "H", "H", "O", "H", "H", "O", "H", "H", "O", "H", "H", "O", "H", "H", "O", "H", "H", "O", "H", "H", "O", "H", "H", "O", "H", "H", "O", "H", "H", "O", "H", "H", "O", "H", "H", "O"],
  "coordinates": [[-0.61, 1.33, -1.74], [-0.87, 2.11, -0.62], [-1.04, 1.35, 0.69], [-2.23, 0.40, 0.56], [0.24, 0.84, 1.19], [-1.77, 2.65, -0.89], [-1.37, 2.03, 1.48], [-3.14, 0.60, 1.12], [-1.92, -0.61, 0.87], [-2.47, 0.20, -0.49], [4.56, -0.27, 0.13], [0.78, 0.37, 0.48], [0.15, 0.10, 1.87], [-1.96, -0.70, -3.63], [-1.67, 0.77, -3.34], [-2.28, 0.19, -3.84], [1.64, -1.02, 3.18], [2.50, -1.85, 2.14], [2.32, -0.98, 2.48], [0.22, 0.81, -1.80], [2.35, 0.42, -2.83], [1.88, 0.16, -2.02], [0.74, -2.05, 0.60], [-0.19, -3.02, 1.30], [0.02, -2.08, 1.26], [-3.66, -2.02, -0.85], [-4.94, -2.28, -1.63], [-4.27, -2.73, -1.09], [0.91, 4.78, 2.65], [0.54, 3.78, 1.34], [0.45, 4.01, 2.29], [0.46, 2.69, 3.29], [0.32, 1.08, 3.74], [0.80, 1.92, 3.80], [1.91, 2.46, -0.27], [0.27, 3.80, -0.92], [0.22, 3.02, -0.36], [3.39, -1.06, 0.63], [2.07, -0.79, -1.98], [4.03, -1.04, -0.10], [0.67, -2.93, -4.27], [-0.48, -2.74, -3.31], [0.51, -2.77, -3.32], [-2.72, -2.97, -2.83], [-2.50, -2.80, -4.34], [-2.15, -2.53, -3.48], [-4.92, 0.47, -2.14], [-3.68, -0.11, -2.82], [-4.31, -0.28, -2.09], [2.99, -3.27, 0.02], [1.82, -3.45, -1.06], [2.07, -3.11, -0.18], [-0.70, -1.22, 3.70], [-0.40, -0.46, 5.02], [-0.09, -0.60, 4.12], [2.53, 2.05, 1.52], [2.65, 1.26, -0.92], [2.73, 1.93, -0.20], [2.77, 0.68, 2.42], [1.99, 1.81, 3.07], [2.83, 1.66, 2.40]]
}

Record 6
{
  "formula": "C3H41NO16S",
  "method": "the ωB97M-V functional and the def2-TZVPD basis",
  "charge": 0,
  "elements": ["C", "N", "C", "C", "S", "H", "H", "H", "H", "H", "H", "H", "H", "H", "H", "H", "O", "H", "H", "O", "H", "H", "O", "H", "H", "O", "H", "H", "O", "H", "H", "O", "H", "H", "O", "H", "H", "O", "H", "H", "O", "H", "H", "O", "H", "H", "O", "H", "H", "O", "H", "H", "O", "H", "H", "O", "H", "H", "O", "H", "H", "O"],
  "coordinates": [[1.79, -1.24, -0.94], [0.46, -1.24, -0.30], [0.09, -0.01, 0.40], [-0.88, -0.23, 1.63], [-1.30, 1.20, 2.62], [2.60, -0.86, -0.28], [1.75, -0.60, -1.84], [1.98, -2.38, -1.28], [-0.24, -1.18, -1.13], [0.96, 0.44, 1.00], [-0.17, 0.83, -0.32], [-1.76, -0.76, 1.32], [-0.32, -1.03, 2.29], [-0.25, 1.07, 3.50], [4.36, 0.64, -1.15], [3.02, 1.32, -1.12], [3.52, 0.82, -0.65], [1.74, -2.67, 1.36], [2.41, -2.06, 2.55], [2.42, -2.01, 1.63], [-0.01, -4.40, 1.05], [0.17, -2.79, 0.67], [-0.01, -3.44, 1.33], [-3.27, 0.82, -0.88], [-3.58, -0.10, -1.95], [-2.84, 0.08, -1.40], [-2.13, -2.87, 1.17], [-3.42, -3.58, 0.70], [-2.60, -3.30, 0.42], [-3.62, 2.63, -0.19], [-4.09, 1.91, 1.00], [-4.08, 1.77, 0.00], [0.00, -2.36, -2.89], [-0.72, -1.32, -3.46], [0.17, -1.52, -3.41], [0.90, -3.71, 3.03], [0.28, -2.87, 4.07], [1.09, -3.24, 3.87], [0.63, 2.84, 1.09], [0.66, 2.83, -0.52], [0.11, 2.99, 0.26], [2.00, 2.09, 2.39], [1.90, 3.49, 2.61], [1.33, 2.73, 2.55], [-1.78, 3.35, 0.12], [-1.96, 3.55, 1.48], [-2.44, 3.70, 0.65], [3.97, 0.73, 2.68], [2.83, 0.24, 1.78], [3.08, 0.86, 2.49], [0.90, 1.97, -1.97], [1.79, 3.08, -2.45], [1.71, 2.40, -1.87], [0.05, 2.08, -4.96], [-0.56, 1.82, -3.61], [-0.26, 2.53, -4.20], [-2.07, -2.92, -1.39], [-2.35, -1.40, -1.35], [-1.77, -2.11, -1.78], [-1.32, 0.88, -1.78], [-0.37, -0.29, -2.40], [-0.49, 0.80, -2.25]]
}

Which ΔE to the lowest compared entry with this formula, charge and spin belongs to each record? In order, 113.98, 30.76, 184.00, 0.00, 0.00, 304.45 kJ/mol.
Which HOMO energy belongs to each record? In order, -7.80, -9.93, -13.34, -6.46, -12.30, -8.67 eV.